{"formula": "C37H35N8OS3V", "method": "ωB97M-V with the def2-TZVPD basis set", "spin_multiplicity": 2, "orbital_gap_ha": [0.2009, 0.2224], "max_force_ev_per_a": 0.7, "charge": -1, "e_homo_ev": [-3.3, -4.0], "lumo_energy_ev": [2.12, 2.03], "species": ["V", "S", "S", "S", "O", "N", "N", "N", "N", "N", "N", "N", "N", "C", "C", "C", "C", "C", "C", "C", "C", "C", "C", "C", "C", "C", "C", "C", "C", "C", "C", "C", "C", "C", "C", "C", "C", "C", "C", "C", "C", "C", "C", "C", "C", "C", "C", "C", "C", "C", "H", "H", "H", "H", "H", "H", "H", "H", "H", "H", "H", "H", "H", "H", "H", "H", "H", "H", "H", "H", "H", "H", "H", "H", "H", "H", "H", "H", "H", "H", "H", "H", "H", "H", "H"], "coordinates": [[-0.479, 0.151, -0.444], [3.515, 2.686, -1.400], [1.785, 0.268, -0.957], [1.672, 1.052, 2.683], [-1.650, 0.572, -1.819], [3.779, -0.235, 3.639], [1.710, -0.968, 4.353], [0.028, -2.577, 0.567], [-0.259, -1.622, -1.483], [-0.119, 2.031, -0.262], [-1.668, 0.732, 0.995], [-0.386, -1.324, 0.841], [0.951, 2.739, -0.662], [2.486, 5.159, 1.369], [-0.984, -1.167, 2.083], [1.945, 6.426, 1.540], [1.949, 1.982, -0.963], [4.480, -1.332, 4.275], [-0.185, -1.702, -2.837], [-1.744, 0.013, 2.157], [-2.304, 5.083, 0.640], [0.147, -2.690, -0.739], [-0.961, -2.073, 3.138], [-1.634, -1.750, 4.311], [-1.122, 4.159, 0.614], [0.684, -3.932, -2.727], [-2.071, 4.165, -2.219], [-2.341, -0.550, 4.409], [3.679, 5.931, -0.558], [2.269, 7.447, 0.661], [-3.608, 4.760, 0.813], [3.140, 7.195, -0.392], [3.358, 4.899, 0.321], [2.432, -0.101, 3.609], [-1.944, 1.779, -2.334], [-1.354, 2.824, -0.131], [-0.659, 3.886, 2.051], [-2.331, 1.830, -3.673], [-2.434, 4.221, -3.559], [-1.849, 2.958, -1.571], [2.261, -2.122, 5.029], [-2.577, 3.048, -4.282], [0.638, -3.874, -1.374], [-3.559, 2.237, 1.064], [3.679, -1.808, 5.477], [-2.266, 1.924, 0.701], [-4.190, 3.479, 1.014], [0.250, -2.814, -3.491], [-2.411, 0.332, 3.342], [3.951, 3.529, 0.149], [-1.962, 5.089, -1.671], [1.053, -4.820, -3.225], [3.670, 2.881, 0.980], [5.470, -0.986, 4.578], [-4.310, 5.588, 0.830], [-2.418, 0.896, -4.215], [0.259, -2.836, -4.572], [-5.253, 3.479, 1.227], [3.655, -1.021, 6.234], [-0.511, -0.812, -3.357], [-1.464, 3.435, 2.634], [1.259, 6.611, 2.358], [-2.861, -0.309, 5.329], [-2.866, 3.080, -5.326], [0.193, 3.209, 2.068], [4.621, -2.163, 3.573], [2.223, 4.355, 2.046], [2.265, -2.997, 4.366], [5.042, 3.598, 0.126], [3.393, 7.985, -1.088], [4.340, 5.730, -1.393], [1.624, -2.361, 5.881], [-2.068, 6.139, 0.547], [-2.599, 5.182, -4.030], [-0.307, 4.659, 0.086], [-0.410, -2.996, 3.025], [1.842, 8.434, 0.790], [0.962, -4.688, -0.741], [-4.151, 1.409, 1.441], [-2.965, 1.256, 3.425], [4.266, 0.382, 3.012], [-0.379, 4.821, 2.540], [0.710, -0.895, 4.221], [-1.625, -2.441, 5.146], [4.145, -2.691, 5.915]]}